No. 1
The following is a quantum chemistry calculation of one molecule with the formula C5H7NO in a non-equilibrium geometry, from the OMol25 dataset.

Computed properties:
Kohn-Sham gap   11.00 eV
Relative energy (zero: lowest compared OMol25 entry of this formula, charge and spin)   48.4 kJ/mol
Charge   0
Structure (SMILES)   CC(=O)[C@@H](C)C#N

Last column: Löwdin charge in e.
Atoms and positions in Å:
1 C -1.794 -0.595 0.323  -0.053
2 C -0.571 0.121 -0.249  -0.294
3 C -0.641 1.575 -0.041  -0.194
4 N -0.683 2.718 0.137  0.162
5 C 0.746 -0.396 0.382  -0.414
6 O 0.720 -1.036 1.405  0.109
7 C 2.017 -0.065 -0.359  -0.005
8 H -1.807 -0.509 1.411  0.090
9 H -2.716 -0.174 -0.086  0.087
10 H -1.746 -1.657 0.067  0.089
11 H -0.507 -0.035 -1.335  0.150
12 H 2.872 -0.479 0.177  0.089
13 H 2.131 1.020 -0.461  0.092
14 H 1.978 -0.486 -1.370  0.092



No. 2
The following is a quantum chemistry calculation of one molecule with the formula C3H6ClN in a non-equilibrium geometry, from the OMol25 dataset.

Computed properties:
Kohn-Sham gap (alpha / beta)   8.68 / 8.97 eV
Relative energy (zero: lowest compared OMol25 entry of this formula, charge and spin)   337.2 kJ/mol
Charge   0

Last column: Löwdin charge in e.
Atoms and positions in Å:
1 C -0.546 1.301 -0.136  0.073
2 C -0.672 -0.083 0.363  -0.592
3 C 0.586 -0.850 -0.142  -0.071
4 N -1.762 -0.337 -0.587  -0.417
5 Cl -3.296 -0.012 0.088  0.543
6 H -1.361 2.038 -0.161  0.059
7 H 0.288 1.541 -0.791  0.069
8 H -1.050 -0.443 1.425  0.150
9 H 0.324 -1.861 -0.044  0.056
10 H 1.496 -0.694 0.406  0.077
11 H 0.897 -0.649 -1.113  0.053



No. 3
The following is a quantum chemistry calculation of a 8-piece molecular cluster, C23H33BCl28NO2S overall in a non-equilibrium geometry, from the OMol25 dataset.

Computed properties:
Kohn-Sham gap   6.03 eV
Charge   -1

Last column: Löwdin charge in e.
Atoms and positions in Å:
1 C -4.648 -1.209 -5.107  -0.121
2 C -3.632 -0.818 -4.018  -0.248
3 C -3.751 0.675 -3.605  -0.191
4 C -3.995 0.876 -2.087  -0.238
5 C -2.873 1.686 -1.403  -0.210
6 C -1.918 0.805 -0.607  -0.220
7 C -0.900 1.593 0.219  -0.242
8 C -0.321 0.680 1.302  -0.224
9 C 0.857 1.314 2.017  -0.221
10 C 2.160 1.263 1.227  -0.237
11 C 3.357 1.849 2.007  -0.232
12 C 4.418 2.318 1.003  -0.201
13 B 5.921 2.545 1.594  -0.939
14 S 6.538 1.043 2.689  0.662
15 C 6.972 2.594 0.301  -0.183
16 C 6.767 3.740 -0.626  -0.269
17 N 5.730 3.954 -1.320  0.047
18 C 6.046 3.865 2.577  -0.099
19 C 7.387 4.499 2.547  -0.620
20 O 7.696 5.370 1.829  0.104
21 O 8.318 4.062 3.430  0.072
22 H -4.293 -2.113 -5.603  0.063
23 H -4.721 -0.441 -5.873  0.066
24 H -5.628 -1.427 -4.687  0.059
25 H -2.646 -1.046 -4.413  0.096
26 H -3.840 -1.430 -3.144  0.091
27 H -2.850 1.204 -3.906  0.098
28 H -4.584 1.085 -4.174  0.094
29 H -4.183 -0.073 -1.592  0.072
30 H -4.892 1.492 -2.024  0.076
31 H -3.347 2.396 -0.720  0.105
32 H -2.351 2.281 -2.151  0.101
33 H -1.433 0.070 -1.256  0.116
34 H -2.543 0.220 0.077  0.107
35 H -1.482 2.368 0.721  0.103
36 H -0.127 2.017 -0.408  0.063
37 H -0.112 -0.293 0.856  0.066
38 H -1.111 0.505 2.040  0.109
39 H 0.650 2.337 2.341  0.110
40 H 1.021 0.751 2.943  0.111
41 H 2.381 0.219 0.995  0.042
42 H 2.057 1.767 0.262  0.100
43 H 3.693 1.059 2.680  0.077
44 H 2.954 2.682 2.591  0.107
45 H 4.059 3.273 0.615  0.065
46 H 4.473 1.607 0.175  0.097
47 H 7.137 0.260 1.769  -0.180
48 H 8.001 2.585 0.661  0.084
49 H 6.793 1.667 -0.251  0.090
50 H 7.600 4.445 -0.710  0.104
51 H 5.886 4.812 -1.851  0.026
52 H 5.300 4.629 2.370  0.112
53 H 5.895 3.500 3.601  0.087
54 H 8.020 3.219 3.814  0.074
55 C -7.657 -0.001 0.002  -2.038
56 Cl -6.160 0.450 0.824  0.545
57 Cl -8.348 -1.431 0.779  0.521
58 Cl -8.808 1.337 0.103  0.491
59 Cl -7.314 -0.359 -1.695  0.540
60 C 1.106 5.230 -1.846  -2.042
61 Cl 2.799 4.760 -1.692  0.559
62 Cl 0.410 4.491 -3.300  0.499
63 Cl 0.221 4.665 -0.426  0.555
64 Cl 0.978 6.993 -1.965  0.502
65 C -10.505 3.955 2.872  -2.055
66 Cl -11.002 3.439 1.256  0.493
67 Cl -9.128 5.053 2.740  0.528
68 Cl -11.850 4.785 3.664  0.519
69 Cl -10.041 2.539 3.822  0.522
70 C 2.203 -3.051 -0.271  -2.018
71 Cl 2.895 -2.311 -1.717  0.544
72 Cl 0.445 -2.852 -0.289  0.533
73 Cl 2.584 -4.785 -0.252  0.463
74 Cl 2.880 -2.287 1.163  0.590
75 C 0.709 -8.769 1.024  -2.017
76 Cl 1.885 -10.090 0.974  0.517
77 Cl -0.744 -9.237 0.131  0.516
78 Cl 0.278 -8.423 2.701  0.506
79 Cl 1.404 -7.312 0.300  0.447
80 C 1.727 -8.906 -3.566  -2.046
81 Cl 2.028 -7.310 -2.876  0.502
82 Cl 2.614 -10.125 -2.644  0.515
83 Cl -0.003 -9.263 -3.502  0.512
84 Cl 2.269 -8.934 -5.251  0.520
85 C -2.755 -6.116 3.843  -2.054
86 Cl -2.873 -7.878 3.729  0.494
87 Cl -1.865 -5.681 5.307  0.524
88 Cl -1.904 -5.486 2.428  0.515
89 Cl -4.379 -5.420 3.911  0.519



No. 4
The following is a quantum chemistry calculation of C41H39AsCl5N3OPt as an isolated structure in a non-equilibrium geometry, from the OMol25 dataset.

Computed properties:
Kohn-Sham gap (alpha / beta)   5.24 / 5.24 eV
Relative energy (zero: lowest compared OMol25 entry of this formula, charge and spin)   61.9 kJ/mol
Charge   +2

Last column: Löwdin charge in e.
Atoms and positions in Å:
1 Pt 1.468 0.701 0.095  1.139
2 Cl 0.337 -0.239 3.021  0.779
3 C 1.054 1.334 2.962  -0.688
4 C 1.510 1.849 1.744  -0.356
5 C 2.042 3.131 1.736  -0.694
6 Cl 2.643 3.776 0.254  0.758
7 C 2.121 3.891 2.900  -0.700
8 Cl 2.796 5.465 2.853  0.738
9 C 1.654 3.369 4.103  -0.700
10 Cl 1.733 4.298 5.535  0.747
11 C 1.114 2.083 4.134  -0.706
12 Cl 0.510 1.434 5.599  0.734
13 C -2.013 5.942 -0.648  0.043
14 N -1.253 4.856 -1.268  -0.036
15 N -1.103 3.636 -0.661  0.078
16 C -0.116 2.951 -1.318  -0.410
17 O 0.160 1.719 -1.060  -0.193
18 C 0.364 3.785 -2.332  0.055
19 C -0.352 4.962 -2.256  -0.234
20 C -0.221 6.213 -3.051  0.015
21 C -2.129 3.076 0.175  -0.192
22 C -1.790 2.558 1.413  -0.002
23 C -2.779 1.984 2.200  -0.052
24 C -4.093 1.952 1.753  -0.058
25 C -4.422 2.489 0.515  -0.050
26 C -3.438 3.047 -0.286  -0.008
27 H -2.406 5.597 0.302  0.100
28 H -2.842 6.237 -1.288  0.108
29 H -1.359 6.793 -0.474  0.104
30 H 1.142 3.544 -3.039  0.131
31 H 0.531 6.082 -3.824  0.095
32 H 0.081 7.050 -2.418  0.098
33 H -1.167 6.475 -3.526  0.102
34 H -0.775 2.631 1.767  0.090
35 H -2.524 1.583 3.174  0.110
36 H -4.866 1.517 2.374  0.115
37 H -5.447 2.467 0.168  0.117
38 H -3.680 3.446 -1.264  0.127
39 C -2.201 -4.557 3.901  -0.025
40 C -1.305 -4.104 2.783  -0.228
41 C -1.635 -2.997 2.001  -0.009
42 C -0.838 -2.560 0.953  -0.299
43 C -1.251 -1.333 0.176  -0.054
44 C 0.338 -3.292 0.714  -0.301
45 As 1.433 -2.776 -0.796  1.488
46 N 2.190 -1.228 -0.507  -0.262
47 C 3.061 -0.834 0.503  -0.454
48 C 3.192 -1.464 1.782  -0.038
49 C 3.960 -0.874 2.734  -0.034
50 C 4.635 0.348 2.472  -0.015
51 C 4.575 0.943 1.242  -0.064
52 C 3.806 0.356 0.215  -0.095
53 C 0.416 -2.676 -2.409  -0.284
54 C -0.594 -3.647 -2.571  -0.266
55 C -0.775 -4.841 -1.661  -0.033
56 C -1.445 -3.527 -3.657  0.010
57 C -1.294 -2.516 -4.602  -0.223
58 C -2.231 -2.393 -5.766  -0.025
59 C -0.210 -1.648 -4.472  0.004
60 C 0.676 -1.714 -3.412  -0.253
61 C 1.864 -0.787 -3.440  -0.055
62 C 0.713 -4.405 1.466  -0.300
63 C 1.973 -5.194 1.213  -0.052
64 C -0.128 -4.791 2.502  0.013
65 H -3.077 -3.917 3.997  0.083
66 H -1.665 -4.549 4.852  0.095
67 H -2.541 -5.579 3.729  0.096
68 H -2.550 -2.454 2.214  0.127
69 H -2.238 -0.995 0.484  0.092
70 H -1.257 -1.484 -0.903  0.075
71 H -0.545 -0.529 0.409  0.001
72 H 2.673 -2.392 1.978  0.099
73 H 4.066 -1.338 3.707  0.128
74 H 5.243 0.788 3.254  0.128
75 H 5.149 1.835 1.026  0.123
76 H 3.921 0.685 -0.807  0.121
77 H 0.161 -5.187 -1.223  0.064
78 H -1.176 -5.672 -2.239  0.097
79 H -1.473 -4.638 -0.847  0.094
80 H -2.227 -4.266 -3.787  0.132
81 H -2.912 -3.239 -5.823  0.085
82 H -1.678 -2.329 -6.704  0.095
83 H -2.827 -1.482 -5.678  0.096
84 H -0.031 -0.910 -5.247  0.132
85 H 2.044 -0.476 -4.467  0.090
86 H 2.773 -1.263 -3.074  0.072
87 H 1.692 0.110 -2.841  0.054
88 H 2.421 -4.982 0.239  0.044
89 H 1.771 -6.265 1.251  0.098
90 H 2.729 -4.985 1.973  0.093
91 H 0.140 -5.657 3.099  0.138